(1)
DFT (the ωB97M-V functional and the def2-TZVPD basis) results for a structure of composition C41H53ClN5O5SSeSiTeTi.

Element x y z (Å)
Te: 0.67915 -3.18110 -0.11728
Se: -2.76468 -0.97981 0.07706
Ti: 0.56715 1.40094 0.82729
Cl: -1.34907 3.64699 0.53809
S: -1.07326 1.02004 -2.05506
Si: 3.76051 1.50021 -0.48012
O: -1.33535 4.88845 1.21355
O: 0.02816 3.33212 0.03818
O: 1.29528 2.50669 2.32837
O: -2.24488 3.62723 -0.56053
O: -1.61523 2.53634 1.45077
N: -5.33200 0.25779 0.39852
N: 2.53685 3.18615 4.04158
N: -5.44191 -1.89670 0.48709
N: 3.63285 -0.87479 7.79299
N: 0.21173 0.75596 -1.09734
C: 2.44678 -1.36973 4.52693
C: -0.72638 -7.68242 -2.52273
C: -1.56678 2.53235 -4.25815
C: -4.79666 1.60133 0.26374
C: -0.15352 4.30553 -5.05699
C: 1.69075 -1.17628 3.38537
C: -0.56571 -3.45035 -1.82895
C: 0.30563 0.39113 4.55634
C: -1.60719 -6.83703 -3.18572
C: 1.05966 0.21430 5.70179
C: 0.19898 -7.15624 -1.63755
C: -2.36532 -2.17155 -4.11751
C: -4.58492 -0.86517 0.32791
C: -1.30828 3.53897 -5.17138
C: 5.42426 0.97477 0.19426
C: -0.00899 -0.69664 -3.93437
C: 2.76850 3.90672 5.28824
C: 1.27458 -5.21013 -0.44694
C: -1.11817 -0.37535 -3.16094
C: 0.16095 3.77727 4.01980
C: 0.62167 -0.27473 3.36863
C: -2.29601 -1.09927 -3.23618
C: 0.48657 3.06438 -3.09985
C: 2.96732 -0.79664 6.85926
C: 0.73858 4.07095 -4.02381
C: 3.60886 3.36817 -0.39786
C: -0.65271 2.29902 -3.23755
C: 0.25743 -5.78450 -1.40297
C: -0.16862 -0.03113 2.13884
C: -1.26517 -2.50865 -4.88972
C: -6.65981 -0.07325 0.59156
C: 3.66953 2.44634 3.48795
C: 2.42333 0.64023 0.52950
C: -1.55407 -5.47262 -2.95672
C: 2.14927 -0.65505 5.68667
C: 3.65432 0.90533 -2.26176
C: -0.62589 -4.93673 -2.06697
C: 1.37190 3.12416 3.43068
C: -5.04334 -3.29305 0.48487
C: -0.08522 -1.77551 -4.79649
C: -6.72814 -1.41792 0.64883
H: 4.49754 2.51152 4.18832
H: 1.94807 4.57926 5.50937
H: 1.92770 -1.73350 2.48687
H: -0.76518 -8.75027 -2.69226
H: -4.55255 1.81448 -0.77654
H: 3.97120 2.86637 2.52824
H: -7.56697 -2.07346 0.79620
H: 6.23535 1.50543 -0.30955
H: -0.25417 -0.93064 1.52119
H: 0.19308 4.85388 3.84260
H: 0.88337 -7.81557 -1.11708
H: -4.23189 -3.44243 1.19393
H: 1.15701 2.89663 -2.27076
H: 1.27823 -5.74299 0.50141
H: 0.80444 0.73504 6.61605
H: 0.77006 -2.04173 -5.40274
H: -0.72196 3.38018 3.53299
H: 2.78066 0.51977 1.55600
H: 3.89292 3.75210 0.58495
H: 2.27868 -5.23755 -0.86663
H: 3.67766 4.49684 5.18731
H: -5.54237 2.30858 0.61779
H: 0.89920 -0.10653 -3.88025
H: -0.13581 -2.92633 -2.68185
H: -1.32065 -3.34847 -5.56964
H: 1.63058 4.67538 -3.92504
H: -3.88772 1.68829 0.85442
H: 0.04325 5.09242 -5.77247
H: 0.09953 3.60177 5.09224
H: -2.00940 3.72818 -5.97277
H: -2.24289 -4.80901 -3.46769
H: -0.55468 1.05112 4.57727
H: 2.59589 3.72559 -0.59867
H: 4.27769 3.82804 -1.12971
H: -7.42778 0.67358 0.67876
H: 2.89604 3.20093 6.11081
H: 3.27441 -2.06667 4.52608
H: 1.02629 0.43603 -1.61474
H: 2.28527 -0.37044 0.11892
H: 5.57801 -0.09529 0.03761
H: 4.61033 1.08529 -2.75971
H: -1.54598 -3.02815 -1.61173
H: -2.33626 -7.24342 -3.87448
H: 5.51569 1.16679 1.26561
H: -4.69500 -3.58387 -0.50518
H: 3.47198 -0.17274 -2.30288
H: 3.39747 1.40145 3.35614
H: -5.90209 -3.89626 0.76710
H: -1.17951 0.31713 2.35842
H: -3.27894 -2.74625 -4.19060
H: -3.12790 -0.84738 -2.59202
H: -2.46378 1.93093 -4.34606
H: 2.89267 1.40841 -2.85883

Atoms 1-6, force components in eV/Å:
0.06 -0.01 -0.04
-0.11 -0.13 0.31
0.40 0.58 -0.01
0.06 -0.06 -0.03
0.00 0.00 -0.02
-0.04 -0.04 -0.03

Computed properties:
Total charge ... +1
Orbital gap ... 6.9 eV

=====

(2)
DFT (the ωB97M-V functional and the def2-TZVPD basis) results for a cluster of 11 separate species, C41H53N10O in total.

Element x y z (Å)
O: -0.16131 0.47724 -0.53831
N: -1.35203 -2.08072 -0.16599
N: -3.82514 1.14138 -2.19525
N: 3.58671 2.77897 -1.87102
N: -2.47403 1.69249 0.29159
N: 0.56411 -0.58570 -2.87142
N: -2.07529 2.74279 3.28297
N: 1.58049 -2.77576 3.34091
N: 0.49084 3.14848 -1.58918
N: -1.74901 -2.15949 2.78613
N: 2.85015 -2.57432 -1.90117
C: 0.56892 4.51209 -3.31574
C: 5.12499 1.22538 -1.52570
C: -0.49183 -3.13287 0.05349
C: -5.00189 0.38504 -4.03000
C: 2.81528 -4.01800 -2.22808
C: -2.66151 -3.85575 -0.46333
C: 3.66007 -3.21018 3.38564
C: 5.76128 2.42441 -1.84051
C: -4.52162 2.05955 1.09692
C: 3.76539 1.46068 -1.44452
C: -0.02714 -1.74757 -3.59281
C: -2.70666 2.84189 4.47180
C: 0.76171 -1.97644 -4.66395
C: 4.77253 3.41566 -2.05129
C: 2.81976 -2.60993 2.61914
C: -5.14296 1.12697 -2.76516
C: -2.64770 -2.42985 -0.59800
C: 1.15991 4.20310 -1.09561
C: -1.53096 -1.06807 3.54726
C: 3.07054 -3.55065 4.75274
C: 1.33793 5.11475 -2.03631
C: -3.56232 0.09922 -4.09313
C: 1.75580 -3.28366 4.59972
C: -4.08041 3.34748 0.41393
C: 1.50330 -0.65921 -4.91339
C: 4.49856 -3.43997 -0.73554
C: -1.49528 -1.45949 4.83187
C: -2.94785 0.53472 -3.03920
C: -0.59117 3.65608 4.73091
C: 3.93358 -4.56432 -1.63292
C: 0.56396 0.63305 0.68545
C: 1.32642 0.06905 -3.84342
C: -1.81808 3.53088 5.41737
C: 3.86993 -2.31138 -0.97490
C: -1.74298 -2.92662 4.81749
C: -1.87550 -3.25105 3.50536
C: -1.36161 -4.19361 -0.00578
C: 0.10965 3.30453 -2.97678
C: -3.63779 1.08781 0.98110
C: -2.75530 3.05711 -0.03147
C: -0.79634 3.24512 3.35090
H: 1.83007 0.87349 -3.61976
H: 6.84088 2.74848 -1.94621
H: 1.51257 0.26525 0.40771
H: 1.90722 -4.36299 -2.87457
H: 0.49662 4.99445 -4.30136
H: -3.60076 1.63045 -1.33404
H: -1.38716 0.01682 3.12732
H: 0.90091 -3.43583 5.34138
H: 2.82947 0.99550 -1.08301
H: 0.27010 -0.08705 -2.02230
H: 1.83299 6.09460 -1.79056
H: 5.40106 -3.61761 -0.00567
H: -0.07708 3.31535 2.56865
H: 3.60829 -4.28784 5.53025
H: -3.64981 2.38193 4.74751
H: 0.36633 2.19951 -0.97471
H: -1.63017 -2.26719 1.82891
H: -3.53825 -1.91164 -0.73613
H: -1.87096 -4.13350 2.82299
H: 2.71998 3.31348 -1.82345
H: 4.09268 -5.75312 -1.72753
H: -1.85554 -3.67233 5.55505
H: 3.87934 -1.30648 -0.48814
H: -5.54018 1.77772 1.76031
H: 1.42430 4.01762 -0.02028
H: -2.33981 2.32499 2.48096
H: 0.65119 -2.49072 2.96577
H: -3.56608 -4.49857 -0.40553
H: 0.23894 4.08927 5.08706
H: -2.00861 0.46889 -2.83427
H: -1.23042 -0.60112 5.59834
H: -4.62126 4.20523 0.24288
H: 0.18902 -0.05701 1.34283
H: 0.65590 -2.79404 -5.30632
H: -0.72810 -2.40306 -2.99090
H: -1.60310 1.22334 0.08613
H: -2.89280 -0.21496 -4.85320
H: -1.06140 -0.95682 -0.10500
H: -3.41844 0.15578 1.36142
H: 2.73163 -1.98933 1.70516
H: 4.77116 4.51300 -2.48096
H: 4.66409 -3.53747 3.11972
H: -2.08533 3.65272 -0.35731
H: 0.27134 1.52518 1.03379
H: 2.06695 -0.41954 -5.79218
H: -5.94556 1.71202 -2.17222
H: 0.62380 -3.23200 0.13083
H: 2.18354 -1.89081 -2.26282
H: -2.02965 3.72753 6.43774
H: 5.79744 0.30643 -1.21951
H: -0.39788 2.53209 -3.35441
H: -5.97009 0.45823 -4.67037
H: -0.92747 -5.04969 0.33721

Atoms 1-6, force components in eV/Å:
-0.93 0.47 0.18
0.14 5.93 -1.31
-2.80 0.42 -0.51
-0.11 -0.11 0.72
-2.84 1.96 1.30
-1.07 -0.93 -3.42

Computed properties:
Total charge ... -1
Orbital gap ... 8.7 eV

=====

(3)
DFT (the ωB97M-V functional and the def2-TZVPD basis) results for a structure of composition C41H55CrN2P2S2Si.

Element x y z (Å)
Cr: 0.55342 -0.63163 -0.99272
S: 2.21521 -1.96997 0.13316
S: 2.19005 -1.19899 -2.71779
P: 1.28461 1.72683 -0.34678
P: -1.50677 -1.69408 -0.17927
Si: -1.24485 0.72026 -2.07935
N: 5.75418 -2.99999 0.58415
N: 5.77624 -1.89696 -3.63387
C: -1.95035 -4.78660 -2.91548
C: 4.78243 2.03119 1.11074
C: -1.27985 -3.57887 -2.24943
C: -0.04736 -3.99065 3.57666
C: 5.15472 -2.01629 -2.66919
C: -3.33181 -4.39937 -3.43440
C: -3.76800 -0.45066 1.05793
C: 3.96567 1.14876 0.17334
C: 0.60960 4.37123 -1.17836
C: -3.65514 1.69887 -0.67990
C: -4.63326 1.65712 0.30493
C: -0.84307 -2.70767 3.79334
C: 5.14590 -2.62366 -0.32148
C: -0.75354 2.57087 -2.05791
C: -4.27980 -4.07071 -2.26645
C: -1.15065 4.87922 -2.72389
C: -2.78350 -0.40306 0.07304
C: -3.52078 -3.53228 -1.04171
C: -0.93820 -1.90039 2.50214
C: 5.15978 3.32096 -1.04254
C: 0.31495 3.00605 -1.25482
C: -0.31396 3.22503 3.84616
C: -1.45878 3.53019 -2.79223
C: -0.11548 5.30309 -1.90261
C: 4.42054 -2.16041 -1.45673
C: -0.66918 -4.82258 2.45956
C: 3.07706 -1.82565 -1.37265
C: -0.63395 1.82871 3.31902
C: 3.63730 3.40443 -0.95465
C: -0.39350 1.73602 1.81592
C: -0.76050 -4.02594 1.15941
C: -2.31077 -2.71502 -1.49119
C: 1.30908 3.55936 1.94546
C: 1.03817 2.14037 1.44340
C: -4.68873 0.58061 1.17912
C: -1.54459 -2.72040 1.35462
C: 5.75669 2.91256 0.31494
C: -2.05137 0.46729 -3.78291
C: 3.06940 1.98801 -0.77699
C: 1.10209 3.64381 3.45883
C: -2.70676 0.68395 -0.81468
H: -4.18895 -2.92196 -0.42915
H: -5.01765 -3.33251 -2.59084
H: 3.22165 3.86041 -1.85362
H: 3.37869 0.42294 0.73584
H: -5.34477 2.46950 0.39888
H: 3.10695 1.50641 -1.76042
H: 5.57881 4.27452 -1.37140
H: -1.02582 3.93984 3.41690
H: 0.98030 -3.73231 3.29924
H: -0.08409 -5.72982 2.29084
H: -0.47674 -3.91011 -1.58822
H: -1.31845 -5.16182 -3.72231
H: 1.82428 2.98587 3.95636
H: -1.85284 -2.96065 4.14027
H: -1.67409 -5.14204 2.76404
H: -0.44016 3.26317 4.93145
H: -2.33823 -0.57793 -3.92743
H: 1.30652 4.65980 3.80724
H: -2.05419 -5.60625 -2.19567
H: 3.37474 4.05605 -0.11609
H: 0.24780 -3.78866 0.80556
H: 2.31946 3.88406 1.69235
H: -1.71506 5.59908 -3.30556
H: 0.13528 6.35499 -1.83350
H: -3.75791 -5.19164 -4.05312
H: 6.69067 2.36926 0.15374
H: -3.22378 -3.52417 -4.08313
H: 5.33035 1.40619 1.81833
H: -3.19026 -4.36330 -0.41338
H: 0.00455 -4.57088 4.50151
H: -0.59382 0.72263 1.46414
H: -0.38272 -2.09808 4.57519
H: 1.72490 1.45249 1.95655
H: -5.44291 0.54420 1.95630
H: -2.94345 1.07977 -3.94461
H: 1.41957 4.71900 -0.55522
H: -2.68427 -1.94763 -2.17832
H: 5.42410 2.58353 -1.80578
H: -1.23092 -4.63976 0.38844
H: -2.58191 -2.97618 1.60345
H: -1.52182 -0.99129 2.66752
H: -1.67042 1.56242 3.54523
H: 0.06829 -1.58162 2.20275
H: 0.61340 4.24956 1.45744
H: 6.00892 3.80447 0.89584
H: -3.81669 -1.28476 1.74831
H: -1.09968 2.38947 1.28788
H: 4.11164 2.65576 1.70885
H: -2.27144 3.21125 -3.43664
H: 4.65240 0.54832 -0.42751
H: 0.00284 1.09436 3.82749
H: -4.83900 -4.96513 -1.97847
H: -0.79371 -2.95482 -3.00337
H: -1.32148 0.71140 -4.55998
H: -3.61154 2.55965 -1.34018

Atoms 1-6, force components in eV/Å:
-0.12 -0.04 -0.01
-0.02 -0.03 -0.02
0.03 0.00 0.05
-0.03 0.07 0.00
0.01 0.05 0.01
0.01 0.01 0.04

Computed properties:
Total charge ... -1
2S+1 ... 5
Expectation value of S² ... 6.062
Orbital gap (spin up / spin down) ... 6.5 / 7.2 eV

=====

(4)
DFT (the ωB97M-V functional and the def2-TZVPD basis) results for a structure of composition C41H55F5O7S4.

Element x y z (Å)
S: -2.26705 2.09996 3.58482
S: -4.35850 -1.95601 -1.49514
S: 0.85684 -3.36821 1.92614
S: -1.14458 3.25765 -0.60561
F: 0.01636 0.59623 -3.17658
F: 5.35132 1.80494 2.19272
F: 2.54654 -1.66865 -5.06180
F: 1.79283 0.76892 0.04289
F: 0.21907 -1.77393 4.15543
O: -4.36530 -0.50601 -0.95387
O: -0.90138 1.65091 3.16241
O: -4.55895 -0.44733 2.11863
O: -2.78474 -0.41301 3.39935
O: -2.92389 -2.10929 1.91614
O: 0.62445 -4.92718 1.85260
O: -1.89902 4.55681 -0.88739
C: 0.02345 -1.66960 -5.92753
C: -1.95186 3.29001 5.00309
C: -4.26377 -1.89215 -3.38896
C: -5.52181 -0.95373 1.19674
C: -0.13441 0.00926 -1.15732
C: 2.53670 -1.61980 -3.74412
C: 1.62986 1.53298 3.47090
C: -2.24590 -0.04070 0.01690
C: 3.70303 -1.10147 -1.74868
C: -1.61761 0.41667 1.20577
C: 3.41224 -0.00421 3.75640
C: 2.44706 -3.17952 1.00797
C: -0.35232 -2.53313 0.80073
C: 2.57978 -1.46832 -1.02227
C: 0.33915 3.12862 -1.71551
C: 4.30879 2.15590 -1.76361
C: -1.23629 -2.10099 -5.90680
C: 2.47923 -1.01338 3.90614
C: -2.79497 -2.86157 -1.12301
C: -1.84185 -0.65951 -4.05789
C: -0.48404 -0.30715 -4.09814
C: 2.96999 1.30384 3.54119
C: 4.00494 1.21564 0.37103
C: -0.06192 3.61832 0.82248
C: 3.58704 1.32345 -0.95982
C: 5.41543 2.85283 -1.30706
C: 1.46229 -2.00358 -1.63596
C: -2.20765 -1.64829 -4.96343
C: 0.70909 0.55734 3.64280
C: -3.43695 -1.11460 2.46019
C: -1.51717 -0.73131 3.88884
C: 5.03869 1.91320 0.89112
C: 0.43828 -0.81078 -4.97064
C: -1.46792 -0.26503 -1.16415
C: -0.30189 0.72808 1.17424
C: 3.69432 -1.14171 -3.12293
C: 0.45750 0.52460 0.01201
C: 5.78229 2.76995 0.03851
C: -2.80610 3.41724 2.34989
C: 1.11765 -0.78760 3.86614
C: 1.45783 -2.04313 -3.03304
H: 2.76840 0.70077 -1.28922
H: -1.57800 2.81786 5.91160
H: -0.76160 3.64555 1.65781
H: 0.65776 -2.57346 -3.52807
H: 0.51109 -0.13421 -2.01121
H: -0.06556 3.19092 -2.72567
H: -6.55731 -0.67017 1.38491
H: -3.66722 3.94808 2.75585
H: -3.09671 -2.25920 -5.01597
H: 0.38054 4.60572 0.69074
H: 4.05846 2.21668 -2.81244
H: 2.77577 -2.02751 4.12976
H: -1.15774 0.22608 4.26606
H: -1.72621 -1.54427 4.58420
H: 2.83498 -2.16243 1.06402
H: 0.98171 4.00006 -1.58979
H: -2.59740 -0.28513 -3.38308
H: -2.66661 -2.91927 -0.04213
H: 3.21622 -3.83594 1.41494
H: 0.88295 2.19385 -1.57918
H: -2.84029 -3.84905 -1.58226
H: -0.08937 -1.49075 0.62067
H: -3.28890 -2.11871 -3.82069
H: -0.25289 -3.02361 -0.16758
H: -1.99568 -0.40339 -2.09621
H: -0.93960 -1.15086 3.06514
H: -5.58062 -2.04075 1.14157
H: -1.17626 4.00174 4.72027
H: -5.01295 -2.49557 -3.90151
H: 1.45241 -0.44180 -5.01284
H: -3.03744 3.03127 1.35712
H: -1.99680 4.13268 2.20400
H: 6.64558 3.32036 0.38228
H: -5.29815 -0.54276 0.21227
H: 2.63118 -1.44925 0.05633
H: 4.56645 -0.89372 -3.70971
H: 0.73226 2.89648 1.01307
H: 0.68927 -2.04377 -6.69114
H: 1.25597 2.51050 3.20434
H: 0.13837 1.07515 2.09733
H: -2.88979 3.79758 5.22847
H: -4.48486 -0.86756 -3.68804
H: -1.35278 -2.69604 1.20153
H: -0.35737 0.72722 3.65749
H: 4.64870 -0.94138 -1.25222
H: 5.92653 3.58923 -1.90947
H: 2.26001 -3.46054 -0.02844
H: 3.67809 2.11845 3.50409
H: 0.56331 -2.34640 -1.14535
H: -1.58628 -2.86806 -6.58173
H: -3.30458 -0.25089 0.05476
H: -2.10587 -2.21103 -1.66158
H: 4.45648 -0.25985 3.85946
H: 3.41803 0.50035 0.92807
H: -2.21990 0.63827 2.07441

Atoms 1-6, force components in eV/Å:
-1.46 4.00 0.68
-1.60 -0.18 -0.71
0.23 -3.11 -0.43
1.01 1.18 -0.35
-1.26 1.57 -5.40
0.53 -0.01 -0.10

Computed properties:
Total charge ... 0
Orbital gap ... 8.4 eV

=====

Max |F| (eV/Å)
0.70 9.94 0.13 10.36
Calculated total energy (Ha)
-6910.50634 -2216.48835 -4518.07061 -4213.10561